A molecular structure, C6H19N5O3Rb. Source: OMol25; level of theory: ωB97M-V/def2-TZVPD.

Structure (XYZ):
```
34
Properties=species:S:1:pos:R:3:forces:R:3:nbo_charge:R:1
Rb 0.1802 1.8531 1.8597 0.01 -0.02 -0.05 0.9742
C 1.8273 1.4859 -1.6497 0.60 0.30 -0.12 -0.6154
C 0.3395 1.1780 -1.6883 0.27 0.49 0.12 -0.0771
C 0.0059 -0.1133 -0.9467 0.86 0.06 -0.37 -0.0763
O 0.6874 -1.1302 -1.6791 -0.55 -0.19 0.06 -0.5554
C -0.0140 -2.3650 -1.6991 -0.26 0.52 -0.02 -0.2480
N -0.3480 2.3616 -1.1181 -0.70 -0.34 -0.16 -0.8724
H 2.0115 2.5177 -1.9636 -0.12 -0.06 -0.15 0.2133
H 2.4319 0.8540 -2.2981 -0.18 -0.17 0.03 0.2369
H 2.2678 1.4267 -0.6473 -0.26 -0.21 0.08 0.1883
H 0.0388 1.0062 -2.7270 0.03 -0.01 -0.01 0.1893
H -1.0788 -0.2494 -0.8915 0.01 -0.22 -0.07 0.1798
H 0.4504 -0.1641 0.0572 -0.38 0.28 0.07 0.1661
H -0.8577 -2.3092 -2.3967 0.11 -0.10 -0.11 0.1770
H -0.4486 -2.5841 -0.7181 0.27 -0.23 0.08 0.1642
H 0.6917 -3.1243 -2.0199 -0.09 -0.17 0.05 0.1985
H -0.2017 3.1460 -1.7485 0.40 0.02 0.15 0.3709
H -1.3566 2.2287 -1.2108 0.06 -0.16 0.38 0.3674
C 2.7958 -1.0829 1.3600 0.06 -0.27 -0.17 0.7938
O 1.9269 -0.5252 2.0295 0.00 0.21 -0.02 -0.7316
N 3.9991 -0.5000 1.0860 -0.38 0.15 0.02 -0.8298
N 2.6426 -2.3387 0.8255 0.06 0.06 0.08 -0.8416
H 4.1423 0.3926 1.5237 0.18 -0.01 0.02 0.4020
H 4.8080 -1.0611 0.8835 -0.04 -0.02 -0.02 0.4092
H 1.8060 -2.8356 1.0776 -0.14 0.19 -0.03 0.4037
H 2.9561 -2.4843 -0.1204 0.16 -0.04 0.07 0.4044
C -3.5447 0.7964 1.6889 0.09 -0.31 0.18 0.7902
O -2.5331 1.3763 1.2888 0.12 -0.12 0.15 -0.7469
N -4.3912 0.1659 0.8355 -0.06 0.19 0.12 -0.8232
N -3.8474 0.6773 3.0196 -0.07 -0.05 -0.67 -0.8343
H -5.2028 -0.3360 1.1474 0.05 -0.01 -0.02 0.4029
H -4.2209 0.2472 -0.1493 -0.03 0.08 -0.01 0.4117
H -3.1721 1.0000 3.6844 -0.15 0.21 0.09 0.4054
H -4.7916 0.4901 3.3050 0.10 -0.06 0.23 0.4031
```
Positions in Å, forces in eV/Å.

Values from the calculation:
ΔE to the lowest compared entry with this formula, charge and spin ... 15.6 kJ/mol
Molecular weight ... 294.718 g/mol
Maximum force ... 0.018 hartree/bohr
E_tot ... -763.51767 hartree
LUMO energy ... -2.62 eV
Multiplicity ... 1
Total charge ... +1